Entry 1:
{
  "formula": "C4H14N4O",
  "method": "wB97M-V/def2-TZVPD",
  "max_force_ev_per_a": 3.4,
  "total_energy_ha": -454.87489,
  "total_charge": 0,
  "de_lowest_ev": 5.169,
  "orbital_gap_ev": 7.426,
  "elements": ["C", "C", "N", "O", "H", "H", "H", "H", "H", "H", "H", "C", "N", "N", "C", "N", "H", "H", "H", "H", "H", "H", "H"],
  "xyz": [[-0.74027, -0.40874, -1.47125], [-1.97577, -0.80101, -0.69782], [-1.06177, 1.28629, -2.14145], [-1.69137, 2.07026, -1.28559], [-1.14612, 1.98051, -0.10156], [-0.09776, 1.63770, -2.24548], [0.18065, -0.81616, -1.04161], [-0.74306, -0.80723, -2.48574], [-1.81603, -0.80496, 0.38079], [-2.35903, -1.77520, -1.01134], [-2.78728, -0.08104, -0.84972], [2.41397, -0.75049, 0.62800], [1.25933, -0.05188, 1.15292], [0.49664, -0.67782, 2.15118], [0.67686, 0.98553, 0.48783], [-0.39627, 1.61518, 0.88316], [1.05974, -0.80709, 2.98687], [0.16738, -1.58714, 1.83226], [-0.89694, 1.13878, 1.62690], [1.29322, 1.43561, -0.27733], [3.13355, -0.93448, 1.43104], [2.12966, -1.70806, 0.17742], [2.90067, -0.13856, -0.12948]],
  "forces_ev_per_angstrom": [[-1.1, 1.3, -2.1], [-0.3, 0.2, 0.0], [1.8, -2.9, 0.4], [-0.4, 0.8, 3.0], [-0.3, 0.3, -1.8], [0.0, -0.1, 0.0], [0.2, 0.8, 0.3], [-0.2, -0.3, 0.1], [0.1, -0.2, 0.1], [0.1, 0.0, 0.1], [0.2, 0.0, -0.2], [0.1, -0.1, 0.0], [-0.4, 0.2, -0.3], [0.1, 0.0, 0.0], [-0.3, 0.7, 1.8], [0.3, -0.6, -0.9], [0.0, 0.1, -0.1], [0.1, 0.1, 0.0], [0.2, -0.1, 0.1], [-0.1, -0.2, -0.3], [-0.1, 0.0, -0.1], [0.0, 0.1, 0.0], [0.0, 0.0, 0.0]]
}

=====

Entry 2:
{
  "formula": "C5H9FOS",
  "method": "wB97M-V/def2-TZVPD",
  "max_force_ev_per_a": 2.5,
  "total_energy_ha": -769.16367,
  "total_charge": 0,
  "de_lowest_ev": 0.345,
  "orbital_gap_ev": 9.103,
  "smiles": "CS/C=C(\\CO)CF",
  "elements": ["C", "C", "C", "C", "C", "H", "H", "H", "H", "H", "H", "H", "H", "H", "O", "F", "S"],
  "xyz": [[3.07657, 0.40336, 0.45271], [0.50557, 0.44646, -0.28896], [-0.77501, 0.03306, -0.33462], [-1.17664, -1.35864, -0.48279], [-1.86610, 1.02220, -0.17975], [3.99830, -0.11010, 0.30375], [2.81416, 0.43113, 1.48386], [3.20521, 1.41792, 0.11560], [0.76331, 1.51929, -0.21464], [-1.62905, -1.60128, -1.41889], [-0.27969, -2.01265, -0.36559], [-1.86334, -1.83274, 1.34229], [-2.47193, 0.84715, 0.76275], [-2.56836, 0.87537, -1.01061], [-2.18004, -1.82906, 0.42594], [-1.42186, 2.33494, -0.10298], [1.86892, -0.58640, -0.48808]],
  "forces_ev_per_angstrom": [[-0.4, -0.4, -0.6], [-1.0, 0.5, -0.2], [1.3, 1.6, 0.7], [0.6, -2.3, 1.0], [-1.5, -0.2, 1.1], [0.8, -0.3, 0.1], [-0.1, -0.2, 0.8], [-0.2, 0.3, -0.5], [-0.4, -0.7, 0.0], [-0.1, 0.2, -1.0], [-0.4, 0.4, -0.3], [0.1, 0.1, -0.4], [0.7, 0.0, -1.0], [0.0, 0.5, 0.0], [-0.2, 0.3, 0.5], [0.0, -0.2, -0.3], [0.9, 0.1, 0.1]]
}

=====

Entry 3:
{
  "formula": "C3H5NO",
  "method": "wB97M-V/def2-TZVPD",
  "max_force_ev_per_a": 7.6,
  "total_energy_ha": -247.08409,
  "total_charge": 0,
  "de_lowest_ev": 6.072,
  "orbital_gap_ev": [8.912, 8.911],
  "elements": ["C", "C", "C", "N", "O", "H", "H", "H", "H", "H"],
  "xyz": [[1.40044, -0.55403, 0.22219], [-0.81473, 1.28966, -0.09360], [0.21843, -0.79886, -0.18366], [-0.90277, -0.01425, -0.06016], [-1.96296, -0.67312, 0.20329], [2.25461, -0.94559, -0.15354], [1.58293, 0.03721, 1.01852], [-1.77600, 1.87866, 0.24405], [0.23012, 1.75046, -0.07239], [-0.23008, -1.97014, -1.12471]],
  "forces_ev_per_angstrom": [[0.2, -0.3, 0.1], [-0.3, 1.6, 1.4], [-2.1, -4.8, -5.5], [-1.9, 0.8, 1.9], [-0.2, 0.3, -0.4], [2.2, -2.0, -1.1], [0.3, 2.6, 2.3], [2.2, -1.4, -1.0], [-1.9, -0.7, -0.5], [1.7, 3.7, 2.9]]
}

=====

Entry 4:
{
  "formula": "C24H34AsN4OPdS",
  "method": "wB97M-V/def2-TZVPD",
  "max_force_ev_per_a": 0.7,
  "s2": 6.060,
  "total_energy_ha": -3989.98004,
  "total_charge": 3,
  "de_lowest_ev": 1.320,
  "multiplicity": 5,
  "orbital_gap_ev": [6.997, 5.025],
  "elements": ["Pd", "C", "N", "C", "C", "C", "C", "C", "C", "C", "N", "C", "C", "C", "C", "C", "C", "N", "C", "C", "H", "H", "H", "H", "H", "H", "H", "H", "H", "H", "H", "H", "H", "H", "H", "H", "H", "H", "H", "H", "C", "As", "C", "C", "O", "H", "H", "H", "H", "H", "H", "H", "H", "H", "S", "C", "N", "C", "C", "C", "C", "H", "H", "H", "H", "H"],
  "xyz": [[0.32054, -0.38668, 0.05318], [3.26132, -0.04964, 0.88034], [2.62821, -0.46933, -0.39331], [2.87060, 0.49000, -1.49374], [3.05302, -1.80631, -0.77508], [4.31109, -2.05432, -1.26745], [4.66595, -3.35514, -1.63070], [3.72998, -4.38488, -1.54523], [2.47235, -4.13769, -1.04016], [2.13952, -2.84422, -0.58313], [0.95826, -2.50243, 0.00855], [0.12279, -3.41614, 0.60135], [0.50507, -4.66941, 1.10508], [-0.45067, -5.51747, 1.62667], [-1.78726, -5.13020, 1.67316], [-2.16058, -3.86136, 1.23754], [-1.20255, -3.01632, 0.73132], [-1.53400, -1.67266, 0.27566], [-2.34493, -1.72245, -0.96557], [-2.19331, -0.90030, 1.36054], [4.33380, 0.11304, 0.74142], [3.12195, -0.83176, 1.61974], [2.79648, 0.86103, 1.23316], [3.93910, 0.65865, -1.64727], [2.39971, 1.43026, -1.25550], [2.44635, 0.09815, -2.41279], [5.03135, -1.25120, -1.38004], [5.66299, -3.55426, -2.00440], [3.98574, -5.38144, -1.88352], [1.72465, -4.91992, -1.03834], [1.55132, -4.94841, 1.13071], [-0.15380, -6.48519, 2.00895], [-2.53605, -5.80088, 2.07405], [-3.19726, -3.55281, 1.30490], [-3.35032, -2.08476, -0.74356], [-1.87430, -2.40140, -1.67045], [-2.41349, -0.73715, -1.41053], [-3.20924, -1.26022, 1.53503], [-2.24503, 0.14940, 1.08640], [-1.62592, -1.01332, 2.27892], [-0.03873, 4.47669, 1.29500], [1.07915, 3.33518, 0.26204], [1.06487, 3.96175, -1.53656], [2.83969, 3.56711, 0.94968], [0.52735, 1.72857, 0.43210], [0.46493, 5.43882, 1.38861], [-0.17690, 4.04168, 2.28151], [-0.99600, 4.62539, 0.79883], [1.25195, 5.03686, -1.50969], [0.09340, 3.77433, -1.98386], [1.84575, 3.47765, -2.11656], [3.06870, 4.63190, 0.86949], [3.57021, 2.99942, 0.38278], [2.85434, 3.27652, 1.99788], [-1.73673, 1.93168, -1.09462], [-3.26149, 2.61953, -0.56006], [-4.27845, 2.70400, -1.44686], [-5.48553, 3.24283, -1.15135], [-5.71781, 3.74795, 0.09653], [-4.69435, 3.67965, 1.03556], [-3.47012, 3.10768, 0.71435], [-4.13192, 2.37876, -2.39526], [-6.21828, 3.24119, -1.94551], [-6.67829, 4.18775, 0.33176], [-4.85299, 4.07482, 2.03216], [-2.67618, 3.03145, 1.44611]],
  "forces_ev_per_angstrom": [[0.3, -0.6, 0.2], [0.1, -0.1, -0.2], [-0.3, 0.2, -0.1], [0.3, -0.3, 0.1], [0.2, 0.4, 0.0], [0.2, 0.0, -0.1], [0.0, 0.0, 0.0], [0.0, 0.0, 0.0], [0.0, -0.1, -0.1], [-0.3, -0.2, 0.1], [0.0, 0.1, 0.0], [0.3, 0.0, -0.1], [0.1, -0.2, 0.1], [0.0, 0.0, 0.0], [0.0, 0.0, 0.0], [-0.2, -0.1, 0.1], [-0.4, 0.3, 0.0], [0.1, 0.4, 0.0], [0.1, -0.1, 0.1], [-0.1, -0.2, -0.1], [0.0, 0.0, 0.0], [0.0, -0.1, 0.1], [-0.1, 0.1, 0.0], [0.0, 0.0, 0.0], [-0.1, 0.2, 0.1], [0.0, 0.0, -0.1], [0.0, -0.1, 0.0], [-0.1, 0.0, 0.0], [0.0, 0.1, 0.0], [0.1, 0.0, 0.0], [-0.1, 0.0, 0.0], [0.0, 0.0, 0.0], [0.0, 0.0, 0.0], [0.0, 0.0, 0.0], [0.0, -0.1, 0.0], [0.1, 0.0, 0.0], [0.0, 0.2, 0.0], [0.0, 0.0, 0.0], [0.0, 0.1, -0.1], [0.1, 0.0, 0.1], [-0.1, 0.0, 0.0], [0.1, 0.0, 0.1], [0.0, 0.1, -0.1], [0.0, 0.0, 0.1], [-0.3, 0.0, -0.2], [0.0, 0.0, 0.0], [0.0, 0.0, 0.1], [0.0, 0.0, 0.0], [0.0, 0.0, 0.0], [0.0, 0.0, 0.0], [0.0, 0.0, 0.0], [0.0, 0.0, 0.0], [0.0, 0.0, 0.0], [0.1, 0.0, 0.0], [-0.3, 0.1, -0.1], [0.1, -0.1, -0.2], [-0.1, 0.1, 0.0], [0.1, -0.1, -0.1], [-0.1, 0.1, 0.1], [0.1, 0.0, 0.2], [-0.1, 0.0, 0.3], [0.0, 0.0, 0.0], [0.0, 0.0, 0.0], [0.1, 0.0, 0.0], [0.0, 0.0, 0.0], [-0.1, 0.0, 0.0]]
}

=====

Entry 5:
{
  "formula": "C2H7N3O2",
  "method": "wB97M-V/def2-TZVPD",
  "max_force_ev_per_a": 4.0,
  "total_energy_ha": -395.03020,
  "total_charge": 0,
  "de_lowest_ev": 4.757,
  "orbital_gap_ev": 10.492,
  "smiles": "CC(N)(N)[N+](=O)[O-]",
  "elements": ["C", "C", "N", "N", "N", "O", "O", "H", "H", "H", "H", "H", "H", "H"],
  "xyz": [[0.53444, 0.14698, -1.30262], [0.16856, -0.04980, 0.10746], [0.65526, 0.93531, 1.00189], [0.37165, -1.25493, 0.76441], [-1.43910, 0.04919, -0.15799], [-1.89037, 0.93077, 0.47630], [-2.00324, -0.68420, -0.87268], [0.01698, -0.69651, -1.94528], [1.57383, 0.08099, -1.36784], [0.16064, 1.10344, -1.73538], [0.51280, 0.77946, 2.04477], [0.27000, 1.81820, 0.78172], [-0.19213, -1.39418, 1.57703], [1.26067, -1.76472, 0.62819]],
  "forces_ev_per_angstrom": [[-1.1, -1.5, -2.5], [-0.8, 0.2, 1.4], [-0.2, 0.6, 1.1], [0.9, -2.6, -1.5], [3.0, 0.0, 2.3], [-2.6, 2.7, 1.5], [-1.5, -2.0, -2.0], [1.3, 1.6, 1.3], [1.8, 0.0, -0.6], [0.4, -0.5, 0.7], [0.0, -0.2, -2.2], [-0.2, 1.3, -0.1], [0.3, -0.3, 0.3], [-1.3, 0.6, 0.4]]
}

=====

Entry 6:
{
  "formula": "C5H21NO7",
  "method": "wB97M-V/def2-TZVPD",
  "max_force_ev_per_a": 4.5,
  "s2": 0.753,
  "total_energy_ha": -784.41473,
  "total_charge": -1,
  "de_lowest_ev": 2.688,
  "multiplicity": 2,
  "orbital_gap_ev": [3.807, 7.639],
  "elements": ["O", "C", "C", "C", "C", "C", "N", "H", "H", "H", "H", "H", "H", "H", "H", "H", "H", "H", "O", "H", "H", "O", "H", "H", "O", "H", "H", "O", "H", "H", "O", "H", "H", "O"],
  "xyz": [[-0.03899, -0.27469, -0.68529], [0.14778, 0.82630, -1.22660], [-0.13294, 2.01254, -0.33604], [-1.53978, 1.76764, 0.61564], [-2.37488, 0.76052, -0.01204], [-3.26729, 0.12192, 0.79845], [1.14922, 2.14015, 0.53051], [0.52095, 0.92014, -2.25883], [-0.03090, 2.97542, -0.86122], [-1.99204, 2.69098, 0.82761], [-1.17782, 1.47065, 1.60504], [-2.24599, 0.55504, -1.06266], [-3.83300, -0.69208, 0.48416], [-3.57110, 0.25693, 1.80046], [1.44684, 1.28648, 1.05080], [0.97878, 2.83465, 1.19471], [-2.12016, -3.09904, 1.13150], [-1.50797, -2.37629, -0.09722], [-1.20266, -2.83605, 0.72092], [0.28202, -0.45686, 0.95473], [-0.09493, -0.64959, 2.52211], [0.65025, -0.35971, 1.85604], [-0.27980, -1.04248, -2.74099], [-1.89526, -1.49137, -2.78814], [-1.16696, -0.85714, -3.13147], [1.21507, -1.71790, -0.25676], [1.96519, -1.66604, -1.81527], [1.86502, -2.07727, -0.92023], [2.70742, 0.76800, -0.96317], [3.41556, -0.41069, -1.50109], [2.67006, 0.13316, -1.67787], [2.33559, -0.64870, 2.05999], [3.91661, -0.65048, 1.86746], [3.20609, -0.21412, 2.31476]],
  "forces_ev_per_angstrom": [[-0.6, -3.9, 1.6], [-0.7, 4.1, -0.9], [1.3, -0.5, 1.1], [4.3, 0.4, -1.3], [-2.3, -1.2, 2.5], [0.9, 0.4, -2.0], [-0.1, -1.5, -1.0], [-0.2, 0.3, 0.4], [-1.0, -0.2, -0.1], [-0.9, 1.5, -0.3], [0.0, -0.4, -0.2], [-0.1, -0.2, -0.1], [-1.0, -1.4, -1.4], [0.7, 1.0, 1.3], [-0.9, 1.0, -0.6], [-0.1, 1.4, 1.5], [2.7, 0.8, -1.0], [0.7, 0.0, 0.8], [-3.3, -0.6, 0.4], [-0.6, 0.2, -0.9], [2.2, 0.7, -2.3], [-2.1, -1.4, 3.1], [-1.5, -0.1, 0.4], [2.6, 1.5, -0.6], [-1.5, -1.6, -0.1], [0.7, 0.4, -2.4], [-1.3, 0.2, 2.2], [0.6, -2.1, 0.2], [-0.6, 0.6, 0.3], [1.0, -0.9, 0.3], [0.5, 1.2, -1.1], [1.1, 0.7, 0.3], [0.4, -0.5, -0.5], [-1.1, -0.1, 0.3]]
}